No. 1
Here is a cluster of 2 separate species, C14H16 in total in a non-equilibrium geometry from the Open Molecules 2025 dataset. Energies are from wB97M-V/def2-TZVPD.

XYZ file:
```
30
Properties=species:S:1:pos:R:3:forces:R:3
C -0.262304 -0.162933 -2.015236 -0.25 0.36 0.49
C 0.834463 0.824786 -1.642318 -0.64 -0.04 -2.18
C 2.169612 0.470225 -1.691482 0.00 0.42 1.26
C 3.092815 1.525649 -1.652447 0.71 -0.08 -0.31
C 2.740927 2.862500 -1.558982 -2.32 -0.63 -0.08
C 1.357682 3.203142 -1.520024 2.58 -0.36 0.19
C 0.460204 2.178266 -1.666036 -0.71 -0.03 0.45
H -0.199580 -1.071593 -1.404788 -0.60 0.50 -0.03
H -0.218382 -0.558729 -3.034426 0.31 0.53 -0.13
H -1.200307 0.436830 -1.918824 0.32 -1.24 0.13
H 2.420018 -0.604977 -1.595255 0.24 0.86 -0.52
H 4.138018 1.332665 -1.786187 0.49 -0.38 0.18
H 3.413403 3.687761 -1.584358 0.83 0.09 0.14
H 1.223719 4.260356 -1.341387 -1.02 -0.01 -0.37
H -0.593987 2.381965 -1.814701 -0.04 0.15 0.28
C -2.685044 -0.051963 3.151104 0.80 0.80 0.69
C -1.874490 -0.939735 2.245513 -0.40 -0.70 -0.02
C -2.479290 -2.085636 1.757300 -0.10 -0.64 0.41
C -1.728410 -3.063061 1.075699 -1.49 1.29 0.19
C -0.529933 -2.682324 0.547979 1.49 -0.09 0.10
C 0.020743 -1.407661 0.835140 -0.06 -0.81 1.06
C -0.534235 -0.684246 1.866770 -1.45 0.21 -0.06
H -3.480792 -0.503262 3.749726 0.00 -0.40 -0.60
H -3.083714 0.815373 2.619611 -0.10 -0.12 -0.06
H -2.023850 0.360053 3.916455 0.15 0.20 -0.02
H -3.515418 -2.321995 2.048979 0.56 0.19 -0.13
H -2.245065 -3.996713 0.941249 0.48 -0.48 -0.31
H 0.141656 -3.435343 0.140497 -0.29 0.23 -0.67
H 0.913495 -1.010620 0.371761 0.33 -0.54 0.21
H 0.014455 0.062685 2.407960 0.16 0.69 -0.32
```
Positions in Å, forces in eV/Å.

## Properties
Energy above the lowest of the compared OMol25 structures with the same formula, charge and spin (kcal/mol): 33.3
SMILES: Cc1ccccc1.Cc1ccccc1
E_LUMO (eV): 0.94

No. 2
Here is a structure of composition C14H16AsCsI2O6PS from the Open Molecules 2025 dataset. Energies are from wB97M-V/def2-TZVPD.

XYZ file:
```
42
Properties=species:S:1:pos:R:3:forces:R:3
Cs 0.785248 -1.076139 -2.341607 0.01 -0.01 0.07
O -0.233084 0.208279 1.930961 -0.02 -0.01 0.00
As 1.221645 -0.793920 1.853115 -0.06 -0.03 -0.05
O 1.820851 -0.703989 0.269518 0.02 -0.03 0.06
O 2.230105 -0.251037 3.015285 0.07 0.06 0.05
C 0.700551 -2.614054 2.291126 -0.05 0.03 -0.06
C 1.270977 -3.031246 3.492768 0.03 0.03 0.04
C 1.025377 -4.299251 3.994250 -0.03 -0.06 0.00
C 0.197483 -5.167724 3.298921 0.03 0.04 0.01
C -0.372754 -4.762434 2.104262 -0.02 0.03 -0.05
C -0.122454 -3.494648 1.591265 0.04 -0.08 0.04
S -0.857218 -3.133615 0.003143 0.12 0.00 -0.04
O 0.122737 -3.614806 -0.976640 -0.08 -0.01 -0.02
O -2.114542 -3.847687 -0.020345 -0.03 -0.04 -0.01
O -0.980787 -1.678448 -0.029242 -0.10 0.07 -0.05
H 0.032745 0.960004 2.479101 0.02 0.00 -0.01
H 1.910197 -2.336092 4.022949 0.00 0.01 -0.01
H 1.477173 -4.605695 4.929491 0.01 0.01 0.00
H -0.006959 -6.158887 3.684803 0.00 0.00 0.01
H -1.032023 -5.415218 1.547935 0.00 -0.01 0.01
C -1.000591 4.653428 -0.297881 -0.02 -0.04 -0.02
P 0.159053 3.210887 -0.341441 -0.04 0.03 0.03
C 1.473113 3.966557 -1.374256 -0.03 0.09 0.00
C -0.775628 2.185113 -1.553040 0.07 -0.03 0.00
C -0.731784 2.360285 -2.937930 0.01 0.00 -0.02
C -1.495544 1.561728 -3.778001 0.00 0.02 -0.03
C -2.323652 0.578939 -3.245666 -0.01 0.00 -0.03
C -2.364329 0.383330 -1.873857 -0.02 0.00 0.05
C -1.586906 1.175385 -1.035218 0.03 -0.04 0.04
H -1.214663 5.032694 -1.299901 0.00 0.01 0.00
H -0.560877 5.452927 0.300715 0.01 -0.01 0.01
H -1.936946 4.350929 0.172066 0.00 0.01 0.00
H 1.098165 4.473689 -2.265828 -0.01 0.02 0.02
H 2.214891 3.223640 -1.657084 0.04 -0.07 -0.03
H 1.984228 4.703091 -0.751422 0.02 0.00 -0.01
H -0.097120 3.123383 -3.371044 0.01 -0.01 0.00
H -1.450452 1.710076 -4.850693 0.01 0.01 0.00
H -2.921294 -0.042536 -3.901742 0.00 0.00 0.00
H -2.956934 -0.414203 -1.445511 0.01 0.00 0.01
H -1.564504 0.961130 0.027324 -0.01 0.00 0.01
I 3.486696 0.731001 -0.307196 0.02 -0.03 -0.02
I 5.489824 2.435126 -1.353444 -0.04 0.01 0.00
```
Positions in Å, forces in eV/Å.

## Properties
Energy above the lowest of the compared OMol25 structures with the same formula, charge and spin (kcal/mol): 0.0
Net charge: -1
E_LUMO (eV): 1.73

No. 3
Here is a structure of composition C14H16AuBN2O5S3 in a non-equilibrium geometry from the Open Molecules 2025 dataset. Energies are from wB97M-V/def2-TZVPD.

XYZ file:
```
42
Properties=species:S:1:pos:R:3:forces:R:3
Au 0.781881 0.183431 -4.005957 0.70 -0.27 -0.22
C -3.139101 3.342577 2.603868 -0.16 1.58 0.10
C -3.095672 1.834661 2.704610 0.33 -0.87 -0.93
C -2.978677 1.460262 4.158365 -1.17 -0.81 0.40
C -4.425074 1.310537 2.055889 1.05 -1.04 -0.20
C -1.893784 1.231664 1.867522 -0.99 -0.55 0.92
C -1.123136 0.085593 2.258356 -1.31 2.52 -0.23
C -0.178294 -0.463463 1.416645 0.94 -0.78 0.22
C -0.013977 0.151655 0.209332 -1.19 0.01 -0.99
O 0.616586 -0.309822 -0.893354 0.49 0.13 -0.78
B 0.325340 0.497602 -2.064728 -1.10 1.12 1.34
O -0.508617 1.595868 -1.457018 0.31 -1.11 -0.66
C -0.797077 1.237280 -0.183548 1.61 -0.33 -1.22
C -1.747751 1.773804 0.600818 0.44 -0.22 0.81
H -3.837087 3.749375 3.376268 0.24 -0.30 -0.58
H -3.493351 3.727214 1.612534 0.39 -0.40 0.80
H -2.166063 3.816027 2.834079 -0.28 -0.29 -0.24
H -3.804982 1.961916 4.716795 0.76 -0.34 -0.06
H -2.001090 1.666709 4.556883 0.35 0.58 0.30
H -3.089689 0.373738 4.289477 -0.21 0.20 -0.03
H -5.359712 1.650426 2.512032 0.23 0.27 0.10
H -4.428798 0.191020 2.067270 -0.01 0.82 -0.02
H -4.358291 1.622755 1.001750 -0.44 -0.17 0.32
H -1.266002 -0.233908 3.257010 0.00 -0.71 0.72
H 0.422421 -1.354284 1.660659 -0.45 0.44 -0.08
H -2.290769 2.579341 0.199042 -0.85 0.90 -0.16
S 1.670397 -3.665457 0.602520 -0.05 -0.41 0.01
C 2.908418 -3.040370 -0.331585 -0.46 1.19 0.36
N 2.665203 -1.862564 -1.027253 0.45 -0.41 -0.80
C 3.658978 -1.071774 -1.462430 -0.53 -1.68 0.64
C 4.953242 -1.487752 -1.336833 0.62 1.29 -0.52
C 5.114715 -2.783299 -0.950117 -0.44 -1.42 0.74
N 4.155134 -3.495245 -0.383213 1.04 -0.94 -0.39
H 1.688068 -1.626859 -1.274143 0.65 0.07 0.55
H 3.347876 -0.222499 -1.971349 -0.46 1.59 -0.83
H 5.812283 -0.908587 -1.656783 -0.38 0.07 -0.20
H 6.050155 -3.299586 -1.146005 0.09 0.02 0.32
O 1.415997 -2.855021 -5.161494 0.97 -1.26 -0.90
S 2.445669 -2.337945 -6.062567 -1.00 3.87 0.53
O 2.673062 -2.747727 -7.419985 -1.65 -1.48 -1.35
O 3.751639 -2.068701 -5.532845 1.20 -0.15 2.14
S 1.539929 -0.208591 -6.240519 0.25 -0.76 0.04
```
Positions in Å, forces in eV/Å.

## Properties
Energy above the lowest of the compared OMol25 structures with the same formula, charge and spin (kcal/mol): 3.4
Net charge: -2
E_LUMO (eV): 3.82

No. 4
Here is a structure of composition C14H16B2InNO5 in a non-equilibrium geometry from the Open Molecules 2025 dataset. Energies are from wB97M-V/def2-TZVPD.

XYZ file:
```
39
Properties=species:S:1:pos:R:3:forces:R:3
In 5.879831 24.217099 17.173231 -2.12 0.11 1.00
N 5.399654 20.198437 16.808784 0.59 -1.70 0.63
O 4.514945 19.704374 16.144846 -0.16 0.55 -0.12
O 6.291193 19.559884 17.337780 0.10 0.27 -0.04
O 5.397012 21.462895 17.008007 -0.67 1.77 -0.84
B 5.831554 26.009433 19.567198 0.78 -1.80 -0.85
H 6.807166 25.531627 20.026759 0.81 -0.25 -0.06
H 5.434284 26.813096 20.346857 -0.75 0.69 0.03
H 5.963390 26.520236 18.482568 0.42 0.79 -1.06
H 4.984276 25.162170 19.470780 -0.82 -0.82 0.12
B 3.836754 23.379202 15.082029 -1.51 1.49 0.78
H 2.732012 23.049477 15.291853 -0.21 -0.61 1.13
H 4.781408 22.661479 15.427151 1.39 -1.55 0.28
H 3.881453 23.300287 13.889578 1.62 -0.07 -0.75
H 3.978878 24.494366 15.456200 0.12 1.29 -0.19
C 1.075075 20.844336 17.348059 1.04 0.66 1.17
C -0.292243 20.825963 17.554790 0.07 -0.40 -1.02
C -0.979806 21.966576 17.933990 -0.29 -0.17 0.15
C -0.306665 23.163586 18.138183 0.37 0.02 -0.71
C 1.081692 23.170494 17.951267 0.65 0.47 0.20
C 1.783927 21.994850 17.696759 -0.59 -0.12 -0.14
C 1.873192 24.448859 17.993697 -0.62 -0.95 1.54
O 3.089431 24.445473 17.986011 0.50 0.13 -0.56
C 1.102007 25.683210 18.236936 -0.11 1.00 -0.18
C 1.750593 26.909244 18.323832 0.80 0.45 -0.79
C 1.081918 28.121892 18.382258 -0.82 0.13 -0.45
C -0.313488 28.140295 18.316990 0.07 -0.97 1.11
C -0.973188 26.913031 18.327486 -0.28 0.27 -0.24
C -0.291675 25.709299 18.296294 -0.44 -0.53 0.09
C -1.084481 24.435379 18.308261 0.33 -0.65 -0.70
O -2.292273 24.381551 18.321668 -0.09 0.57 0.32
H 1.680879 20.002110 17.041198 -0.41 -0.29 -0.04
H -0.802181 19.915256 17.264574 -0.33 0.10 0.28
H -2.058648 21.934979 17.998593 0.00 0.12 0.16
H 2.859480 21.985530 17.795574 0.05 0.12 -0.53
H 2.821071 26.973583 18.168016 0.08 -0.36 0.37
H 1.627227 29.055027 18.351116 0.14 -0.05 0.21
H -0.929664 29.015363 18.469476 0.30 0.31 -0.44
H -2.054999 26.873321 18.303641 0.00 -0.01 0.16
```
Positions in Å, forces in eV/Å.

## Properties
Energy above the lowest of the compared OMol25 structures with the same formula, charge and spin (kcal/mol): 0.0
E_LUMO (eV): -5.96

No. 5
Here is a structure of composition C14H16BClF4N4O5Se4V from the Open Molecules 2025 dataset. Energies are from wB97M-V/def2-TZVPD.

XYZ file:
```
50
Properties=species:S:1:pos:R:3:forces:R:3
V -1.229847 -0.811925 -0.080436 0.61 0.25 -0.35
Se -3.199997 0.269982 1.167026 -0.41 0.22 0.22
Se -4.734548 -1.444935 1.611268 -0.03 0.11 -0.06
Se -3.292670 -3.166617 2.225839 0.10 -0.09 0.03
Se -1.951562 -3.329392 0.314256 0.14 -0.10 0.01
F 0.822250 -0.990976 -0.968959 -0.19 -0.17 -0.08
B 1.575495 -1.948797 -1.742391 0.08 -0.22 -0.03
F 2.720128 -2.292177 -1.005989 -0.10 0.03 -0.02
F 1.938899 -1.362785 -2.957762 -0.03 0.02 0.02
F 0.766886 -3.072886 -1.966693 0.06 0.14 0.00
O -0.096252 3.445540 -1.402224 0.14 0.32 -0.02
Cl -0.812227 2.225835 -1.640907 0.02 -0.22 0.44
O -0.334612 1.581699 -2.822481 0.15 -0.13 -0.32
O -2.217874 2.474797 -1.744433 -0.20 0.05 0.00
O -0.552761 1.358804 -0.471532 -0.24 -0.23 -0.06
N 6.775843 4.079760 5.018884 0.11 0.07 0.05
C 5.924982 3.401768 4.647276 0.09 0.10 0.04
C 4.863862 2.559016 4.196732 -0.12 -0.11 -0.04
C 4.264064 2.779031 2.955250 -0.01 -0.09 0.11
C 3.241776 1.960957 2.524307 0.01 -0.02 -0.02
C 2.795081 0.911708 3.331764 0.00 -0.04 0.03
C 3.396647 0.694853 4.573125 -0.03 0.03 -0.04
C 4.424424 1.509012 5.002248 -0.05 0.04 -0.14
N 1.758344 0.081981 2.901037 0.00 0.10 -0.03
C 1.340394 -1.121034 3.462133 -0.01 -0.15 0.06
C 0.324752 -1.570268 2.686198 0.02 0.06 0.02
N 0.102297 -0.671818 1.670213 -0.22 0.21 -0.17
C 0.955151 0.298257 1.814956 -0.06 -0.20 -0.07
H 4.604808 3.586489 2.322704 0.03 0.02 0.01
H 2.803913 2.130513 1.551650 -0.01 -0.02 0.01
H 3.050868 -0.106289 5.208021 -0.01 0.00 0.01
H 4.884874 1.336141 5.964892 0.03 0.02 0.01
H 1.818018 -1.551369 4.322455 -0.03 -0.01 -0.03
H -0.274981 -2.463846 2.745026 0.03 -0.02 0.07
H 1.016432 1.147582 1.156257 -0.02 0.01 0.01
C -4.014732 -0.642059 -4.964335 -0.01 0.02 -0.05
N -3.596885 -0.710425 -3.582881 0.12 -0.04 0.14
C -4.517430 -0.317730 -2.514271 0.02 0.03 -0.02
C -2.326736 -0.987020 -3.211427 -0.01 0.16 -0.11
C -1.303091 -1.408559 -4.223112 0.06 -0.01 -0.02
O -2.003995 -0.869092 -2.038542 -0.03 -0.10 0.35
H -4.915559 -0.033793 -5.025477 0.00 0.00 0.01
H -4.240783 -1.628953 -5.383458 0.00 0.01 0.00
H -3.256485 -0.164998 -5.585366 -0.01 -0.01 0.00
H -5.529096 -0.299478 -2.918866 0.01 -0.01 0.01
H -4.249674 0.659437 -2.109597 0.00 0.02 0.00
H -4.464580 -1.027577 -1.690491 0.00 -0.03 0.02
H -1.719781 -1.735558 -5.173417 0.01 -0.03 0.01
H -0.705086 -2.199682 -3.771225 0.00 0.00 0.00
H -0.628946 -0.563126 -4.377242 -0.01 0.01 0.00
```
Positions in Å, forces in eV/Å.

## Properties
Energy above the lowest of the compared OMol25 structures with the same formula, charge and spin (kcal/mol): 0.0
Expectation value of S²: 3.76
2S+1: 4
Net charge: -2
E_LUMO (spin up / spin down) (eV): 3.64 / 3.63

No. 6
Here is a structure of composition C14H16BrN5PdS from the Open Molecules 2025 dataset. Energies are from wB97M-V/def2-TZVPD.

XYZ file:
```
38
Properties=species:S:1:pos:R:3:forces:R:3
Pd -0.108596 -0.406847 -0.639649 0.25 0.46 -0.28
C -4.313454 0.526616 -0.745314 -0.05 0.05 0.02
C -2.874432 0.401087 -0.396314 0.28 -0.22 -0.30
N -1.921678 -0.286233 -1.270093 -0.45 0.10 0.17
N -2.343030 -1.115270 -2.216316 0.32 0.00 -0.05
C -1.388488 -1.782711 -2.958063 -0.40 0.10 0.03
N -1.825800 -2.510878 -3.972234 0.12 -0.01 0.01
S 0.244261 -1.633303 -2.559068 0.02 -0.16 0.10
C -2.244038 0.979717 0.687673 0.03 0.09 0.00
C -2.940883 1.769778 1.643682 0.02 0.02 0.05
C -2.246783 2.396406 2.649269 -0.06 -0.02 -0.03
C -0.863016 2.246426 2.721805 0.06 -0.04 -0.04
C -0.220491 1.446038 1.778645 0.01 -0.01 0.09
N -0.863517 0.826717 0.806062 -0.17 -0.14 0.01
H -4.582068 0.052544 -1.687538 0.02 0.00 -0.01
H -4.593573 1.577147 -0.853687 0.00 0.00 0.03
H -4.947713 0.086819 0.026983 0.00 0.00 0.01
H -3.334985 -1.198429 -2.407587 -0.03 0.01 -0.01
H -2.787076 -2.522855 -4.277218 -0.01 -0.01 0.01
H -1.164548 -3.049843 -4.512313 -0.01 0.00 -0.02
H -4.012652 1.880386 1.561303 0.00 -0.01 -0.01
H -2.769742 3.003177 3.375555 0.00 0.00 0.00
H -0.281051 2.727504 3.493977 0.00 0.00 0.00
H 0.850444 1.294408 1.819681 0.00 0.01 0.01
C 5.266031 0.800582 -0.111160 0.00 -0.02 0.02
C 4.111169 -0.055726 0.321809 -0.02 0.05 -0.06
C 4.237367 -1.066791 1.269930 0.02 -0.03 0.03
C 3.147165 -1.841131 1.635476 0.02 0.04 -0.03
C 1.936178 -1.577280 1.031416 0.07 0.06 -0.04
Br 0.396535 -2.573173 1.447216 0.08 -0.20 0.21
N 1.787928 -0.607390 0.120991 -0.06 -0.15 0.11
C 2.852352 0.133433 -0.227354 -0.03 0.01 -0.02
H 6.177486 0.520500 0.411543 -0.01 -0.01 0.00
H 5.068688 1.852973 0.093511 0.00 0.00 -0.01
H 5.444702 0.695952 -1.181409 0.00 0.01 0.00
H 5.200831 -1.255371 1.726931 0.00 0.00 0.00
H 3.233233 -2.631604 2.366339 -0.01 0.00 0.00
H 2.673243 0.896624 -0.974482 0.01 0.00 0.00
```
Positions in Å, forces in eV/Å.

## Properties
Energy above the lowest of the compared OMol25 structures with the same formula, charge and spin (kcal/mol): 21.4
Expectation value of S²: 2.04
2S+1: 3
Net charge: +2
E_LUMO (spin up / spin down) (eV): -6.57 / -9.44

Question: energy above the lowest of the compared OMol25 structures with the same formula, charge and spin of number 3 (C14H16AuBN2O5S3)?
Answer: 3.4 kcal/mol